{
  "formula": "C9H17N3O4S",
  "method": "ωB97M-V with the def2-TZVPD basis set",
  "mol_weight_g_mol": 263.319,
  "orbital_gap_ev": 8.34,
  "total_energy_ha": -1216.286975,
  "e_homo_ev": -8.56,
  "lumo_energy_ha": -0.0082,
  "elements": ["C", "C", "C", "C", "C", "C", "C", "C", "C", "H", "H", "H", "H", "H", "H", "H", "H", "H", "H", "H", "H", "H", "H", "H", "H", "H", "N", "N", "N", "O", "O", "O", "O", "S"],
  "positions_angstrom": [[-1.570, -0.819, -1.023], [-0.334, 0.096, -0.504], [-2.682, -0.730, 0.091], [-3.380, 0.631, -0.187], [-6.042, -0.442, 0.308], [2.059, -0.144, 0.065], [2.557, 1.322, -0.496], [3.256, -1.138, -0.236], [4.177, -0.798, 0.906], [-2.116, -2.547, -1.674], [-1.068, -2.407, -0.379], [-2.082, -0.365, -1.907], [-2.188, -0.699, 1.170], [-3.467, -1.679, 0.139], [-2.652, 1.467, 0.088], [-3.949, 0.535, -1.317], [-5.158, -1.226, -0.248], [-7.292, 0.170, -0.496], [-6.644, -1.258, 1.706], [1.190, -1.488, -1.107], [1.956, -0.094, 1.232], [3.684, -1.000, -1.230], [2.928, -2.359, -0.269], [5.736, 0.183, 1.223], [5.133, 0.617, -0.258], [0.786, 1.985, -0.016], [-1.125, -2.101, -1.378], [0.897, -0.593, -0.593], [5.229, -0.131, 0.468], [-0.477, 1.004, 0.267], [3.614, 1.389, -1.115], [3.915, -0.969, 2.096], [1.668, 2.290, -0.464], [-4.863, 0.772, 0.878]],
  "lowdin_charge": [-0.396, -0.335, -0.260, -0.526, -0.586, -0.215, -0.412, -0.065, -0.592, 0.153, 0.097, 0.136, 0.150, 0.132, 0.093, 0.143, 0.028, 0.163, 0.173, 0.165, 0.182, 0.109, 0.193, 0.083, 0.119, 0.105, 0.011, 0.086, 0.174, 0.051, 0.053, 0.040, 0.118, 0.629]
}


{
  "formula": "C29H23BeF12N6O2Te",
  "method": "ωB97M-V with the def2-TZVPD basis set",
  "mol_weight_g_mol": 852.131,
  "orbital_gap_ev": 6.44,
  "total_energy_ha": -3079.350775,
  "e_homo_ev": -4.15,
  "charge": -1,
  "lumo_energy_ha": 0.0845,
  "elements": ["Be", "C", "C", "C", "C", "C", "N", "C", "C", "C", "C", "C", "C", "C", "C", "O", "C", "F", "F", "F", "C", "F", "F", "F", "C", "C", "C", "O", "C", "F", "F", "F", "C", "F", "F", "F", "H", "H", "H", "H", "H", "H", "H", "H", "H", "H", "H", "H", "N", "N", "N", "C", "N", "N", "H", "H", "H", "C", "Te", "C", "C", "C", "C", "C", "C", "C", "H", "H", "H", "H", "H", "H", "H", "H"],
  "positions_angstrom": [[-0.114, 0.855, 0.091], [1.000, -4.835, -2.981], [1.088, -3.489, -2.306], [2.165, -3.145, -1.501], [2.248, -1.889, -0.928], [1.254, -0.926, -1.120], [1.301, 0.323, -0.499], [2.406, 1.136, -0.546], [3.544, 0.834, -1.322], [4.658, 1.651, -1.352], [4.712, 2.827, -0.615], [5.935, 3.711, -0.603], [3.573, 3.169, 0.100], [2.425, 2.384, 0.134], [1.203, 2.911, 0.915], [0.033, 2.245, 0.748], [1.558, 2.870, 2.446], [0.458, 3.006, 3.213], [2.099, 1.681, 2.767], [2.429, 3.807, 2.864], [0.875, 4.383, 0.472], [-0.315, 4.768, 0.950], [0.812, 4.447, -0.864], [1.753, 5.332, 0.865], [0.116, -1.295, -1.872], [0.074, -2.551, -2.466], [-1.080, -0.318, -1.928], [-1.315, 0.310, -0.737], [-2.423, -1.058, -2.239], [-3.475, -0.254, -2.066], [-2.596, -2.100, -1.406], [-2.524, -1.546, -3.494], [-0.840, 0.721, -3.071], [-1.884, 1.549, -3.226], [0.230, 1.481, -2.831], [-0.631, 0.120, -4.262], [1.795, -5.497, -2.637], [1.089, -4.739, -4.066], [0.043, -5.323, -2.775], [2.944, -3.876, -1.306], [3.088, -1.637, -0.292], [3.531, -0.058, -1.931], [5.505, 1.370, -1.970], [6.658, 3.381, -1.351], [6.433, 3.695, 0.371], [5.677, 4.750, -0.819], [3.587, 4.102, 0.647], [-0.776, -2.832, -3.073], [-0.069, 0.366, 5.254], [-0.585, 0.290, 3.970], [-1.823, 0.623, 3.688], [-1.852, 0.372, 2.385], [-0.680, -0.100, 1.939], [0.125, -0.147, 2.979], [-0.358, 1.258, 5.634], [0.938, 0.330, 5.150], [-2.702, 0.539, 1.747], [-0.381, -5.300, 0.853], [-0.704, -3.197, 1.151], [0.546, -3.460, 2.875], [0.697, -4.945, 3.091], [1.291, -5.443, 4.250], [1.431, -6.806, 4.450], [0.971, -7.695, 3.484], [0.382, -7.208, 2.329], [0.241, -5.836, 2.119], [0.291, -5.436, 0.004], [-1.317, -5.809, 0.626], [0.100, -2.978, 3.744], [1.509, -2.984, 2.689], [1.642, -4.747, 5.004], [1.892, -7.178, 5.356], [1.069, -8.763, 3.633], [0.019, -7.897, 1.574]],
  "lowdin_charge": [0.071, -0.064, -0.299, -0.064, -0.047, -0.222, 0.048, -0.176, -0.019, -0.058, -0.287, -0.068, -0.002, -0.053, -0.295, -0.068, -0.525, 0.129, 0.131, 0.141, -0.538, 0.153, 0.165, 0.122, -0.080, -0.014, -0.293, -0.081, -0.546, 0.158, 0.102, 0.130, -0.534, 0.157, 0.176, 0.140, 0.069, 0.075, 0.073, 0.108, 0.119, 0.099, 0.103, 0.064, 0.072, 0.072, 0.115, 0.117, 0.135, -0.287, 0.145, -0.169, -0.001, 0.100, 0.093, 0.093, 0.126, -0.439, 1.358, -0.451, -0.284, -0.051, -0.102, -0.102, -0.052, -0.285, 0.042, 0.049, 0.040, 0.054, 0.111, 0.094, 0.094, 0.110]
}


{
  "formula": "C4H8O",
  "method": "ωB97M-V with the def2-TZVPD basis set",
  "mol_weight_g_mol": 72.107,
  "orbital_gap_ev": 8.84,
  "total_energy_ha": -232.288235,
  "e_homo_ev": -8.06,
  "lumo_energy_ha": 0.0287,
  "elements": ["C", "C", "C", "C", "O", "H", "H", "H", "H", "H", "H", "H", "H"],
  "positions_angstrom": [[-0.431, 1.324, 0.733], [-0.481, 0.144, -0.215], [0.854, -0.309, -0.814], [0.847, -1.698, -0.159], [-0.941, -1.066, 0.466], [-1.405, 1.483, 1.206], [0.322, 1.160, 1.514], [-0.155, 2.234, 0.190], [-1.234, 0.314, -0.990], [0.837, -0.277, -1.911], [1.695, 0.302, -0.463], [-0.530, -1.093, 1.342], [0.436, -2.409, -0.899]],
  "lowdin_charge": [-0.049, -0.413, -0.255, 0.091, -0.086, 0.084, 0.091, 0.089, 0.143, 0.100, 0.094, 0.098, 0.015]
}


{
  "formula": "C5H10O2",
  "method": "ωB97M-V with the def2-TZVPD basis set",
  "mol_weight_g_mol": 102.133,
  "orbital_gap_ev": 9.20,
  "total_energy_ha": -346.931232,
  "e_homo_ev": -8.51,
  "lumo_energy_ha": 0.0255,
  "elements": ["C", "C", "O", "C", "C", "C", "H", "H", "H", "H", "H", "H", "H", "H", "O", "H", "H"],
  "positions_angstrom": [[-0.700, -0.843, -1.948], [-0.579, -0.982, -0.623], [-0.661, -2.174, -0.015], [-0.274, 0.201, 0.218], [-0.421, 0.212, 1.540], [-0.557, 1.401, 2.437], [-0.722, -1.672, -2.628], [-0.908, 0.130, -2.345], [-0.089, -2.308, 0.745], [-0.159, 1.134, -0.307], [-0.284, -0.698, 2.121], [-0.432, 2.362, 1.944], [0.282, 1.345, 3.136], [-1.491, 1.368, 2.981], [2.388, 1.702, -1.579], [1.950, 0.850, -1.571], [3.218, 1.762, -1.098]],
  "lowdin_charge": [0.064, -0.439, 0.049, -0.070, -0.148, -0.094, 0.059, 0.059, 0.102, 0.103, 0.102, 0.076, 0.075, 0.074, -0.059, 0.012, 0.036]
}


{
  "formula": "C5H13NO",
  "method": "ωB97M-V with the def2-TZVPD basis set",
  "mol_weight_g_mol": 103.165,
  "orbital_gap_ev": 8.41,
  "total_energy_ha": -328.264040,
  "e_homo_ev": -7.69,
  "lumo_energy_ha": 0.0266,
  "elements": ["C", "C", "C", "C", "C", "N", "H", "H", "H", "H", "H", "H", "H", "H", "H", "H", "H", "O", "H", "H"],
  "positions_angstrom": [[1.758, 1.650, -0.621], [0.430, 0.922, -0.566], [0.139, 0.037, -1.714], [-0.429, 1.012, 0.461], [-1.335, -0.106, 0.898], [-0.284, 2.109, 1.408], [1.668, 2.618, -1.134], [2.171, 1.763, 0.382], [2.481, 1.082, -1.211], [-0.745, -0.608, -1.670], [-0.098, 0.524, -2.667], [0.918, -0.712, -1.957], [-0.867, -1.049, 0.625], [-2.258, -0.105, 0.294], [-1.555, -0.114, 1.958], [0.698, 2.297, 1.562], [-0.632, 1.769, 2.301], [-0.479, -4.260, 0.885], [-1.438, -4.310, 0.750], [-0.142, -4.518, 0.018]],
  "lowdin_charge": [-0.061, -0.330, -0.096, -0.332, -0.046, 0.073, 0.084, 0.065, 0.073, 0.065, 0.081, 0.083, 0.067, 0.085, 0.070, 0.053, 0.063, -0.067, 0.037, 0.032]
}


{
  "formula": "C23H20AsN6OPtS6",
  "method": "ωB97M-V with the def2-TZVPD basis set",
  "mol_weight_g_mol": 858.856,
  "orbital_gap_ev": 5.49,
  "total_energy_ha": -6036.368190,
  "e_homo_ev": -9.62,
  "charge": 1,
  "lumo_energy_ha": -0.1516,
  "elements": ["Pt", "N", "C", "C", "C", "C", "C", "C", "S", "N", "C", "C", "C", "C", "C", "C", "N", "H", "H", "H", "H", "H", "H", "H", "H", "H", "S", "As", "S", "S", "S", "S", "C", "N", "C", "C", "C", "C", "H", "H", "H", "H", "H", "N", "C", "O", "C", "C", "C", "N", "C", "C", "H", "H", "H", "H", "H", "H"],
  "positions_angstrom": [[-0.150, 0.003, 0.041], [0.460, -4.272, 0.001], [1.456, -4.743, 0.901], [1.666, -6.104, 1.020], [2.631, -6.590, 1.895], [3.393, -5.709, 2.640], [3.184, -4.340, 2.517], [2.215, -3.862, 1.657], [1.955, -2.108, 1.551], [0.744, -1.994, 0.363], [0.193, -2.975, -0.246], [-0.770, -2.641, -1.313], [-1.215, -3.548, -2.249], [-2.053, -3.115, -3.268], [-2.411, -1.785, -3.325], [-1.947, -0.933, -2.334], [-1.157, -1.359, -1.348], [-0.042, -4.976, -0.509], [1.072, -6.791, 0.425], [2.781, -7.657, 1.983], [4.145, -6.081, 3.323], [3.776, -3.640, 3.097], [-0.908, -4.585, -2.227], [-2.407, -3.818, -4.011], [-3.030, -1.396, -4.120], [-2.212, 0.113, -2.328], [-0.203, 2.194, -4.160], [0.275, 2.209, -2.140], [-1.469, 1.773, -0.817], [1.484, 0.437, -1.594], [1.095, 3.977, -1.339], [1.072, 1.120, 1.713], [0.031, 2.408, 2.287], [-0.135, 3.496, 1.510], [-0.868, 4.547, 1.863], [-1.467, 4.591, 3.101], [-1.290, 3.515, 3.957], [-0.546, 2.418, 3.546], [0.350, 3.528, 0.554], [-0.945, 5.336, 1.125], [-2.049, 5.452, 3.398], [-1.742, 3.529, 4.941], [-0.401, 1.560, 4.189], [-5.747, -1.230, 4.471], [-4.555, -0.624, 4.680], [-4.246, -0.055, 5.703], [-3.584, -0.668, 3.525], [-3.955, -0.349, 2.226], [-2.975, -0.275, 1.255], [-1.691, -0.540, 1.518], [-1.338, -0.894, 2.760], [-2.251, -0.948, 3.791], [-6.411, -1.254, 5.228], [-5.953, -1.745, 3.635], [-4.982, -0.121, 1.973], [-3.209, 0.022, 0.240], [-0.290, -1.116, 2.922], [-1.937, -1.187, 4.799]],
  "lowdin_charge": [0.659, 0.146, -0.221, -0.011, -0.060, -0.062, -0.086, -0.432, 0.987, -0.388, -0.336, -0.187, 0.021, -0.009, 0.006, -0.129, -0.039, 0.132, 0.121, 0.115, 0.115, 0.116, 0.119, 0.127, 0.128, 0.022, -0.043, -0.471, 0.193, 0.125, 0.039, 0.622, -0.643, 0.015, -0.036, -0.015, -0.011, -0.059, -0.055, 0.145, 0.122, 0.127, 0.111, 0.192, -0.503, 0.092, -0.112, 0.021, -0.132, -0.093, -0.138, 0.026, 0.124, 0.107, 0.128, 0.071, 0.063, 0.136]
}


Ordered relative energy (zero: lowest compared OMol25 entry of this formula, charge and spin) results: 901.0, 0.0, 413.3, 247.3, 143.9, 17.1; unit kJ/mol.